1.
The following is a quantum chemistry calculation of a 2-piece molecular cluster, C4H7N2 overall, from the Open Molecules 2025 dataset.

The geometry in XYZ format:
```
13
Properties=species:S:1:pos:R:3:mulliken_charge:R:1
C -1.47 -1.97 -0.02 0.0808
C -0.14 -0.03 1.08 -0.0486
C 0.83 1.04 -1.00 -1.3439
C 0.76 0.99 0.52 -0.1406
N -0.88 -1.40 -0.97 -0.3384
N -0.72 -0.91 0.39 0.2239
H -2.85 -3.60 0.15 0.4576
H -0.32 -0.05 2.15 0.3980
H 1.22 0.11 -1.41 0.3789
H -0.14 1.24 -1.44 0.3705
H 1.50 1.83 -1.31 0.3501
H 1.75 0.81 0.94 0.2889
H 0.45 1.96 0.92 0.3228
```

Output
M: 83.114 g mol⁻¹
gap between HOMO and LUMO (alpha / beta): 7.56 / 9.11 eV
LUMO (alpha / beta): -8.235 / -6.729 eV
charge: +1


2.
The following is a quantum chemistry calculation of an isolated ion of composition C4H7N2 and charge +1, from the Open Molecules 2025 dataset.

The geometry in XYZ format:
```
13
Properties=species:S:1:pos:R:3:mulliken_charge:R:1
C -1.10 -1.24 -0.10 -0.7957
C -1.85 -0.17 0.06 0.0084
N -1.34 1.16 0.01 -0.0848
C -0.07 1.16 -0.02 0.4424
N 0.88 0.47 -0.13 -0.0547
C 2.22 0.15 0.04 -0.7310
H -0.05 -1.28 -0.33 0.2894
H -1.58 -2.20 -0.05 0.2675
H -2.91 -0.21 0.26 0.3622
H -1.94 1.97 0.00 0.2635
H 2.83 1.06 0.08 0.3957
H 2.36 -0.40 0.98 0.3408
H 2.55 -0.46 -0.80 0.2961
```

Output
M: 83.114 g mol⁻¹
gap between HOMO and LUMO: 9.08 eV
LUMO: -5.336 eV
SMILES: C=C[NH+]=C=NC
charge: +1


Stability check: which of them is most stable? 2.


1.
The following is a quantum chemistry calculation of an isolated ion of composition C4H7N2 and charge +1, from the Open Molecules 2025 dataset.

The geometry in XYZ format:
```
13
Properties=species:S:1:pos:R:3:mulliken_charge:R:1
H 2.13 1.64 0.65 0.2914
N 1.33 2.26 0.82 -0.4012
C 0.34 1.67 0.50 -0.1251
C 0.17 0.07 0.10 -0.2107
C -0.27 -0.27 1.36 -0.4745
C -0.38 -0.68 -1.04 0.1612
N -0.17 -1.78 -1.65 -0.2170
H -0.64 2.22 0.43 0.3908
H -0.81 -1.25 1.64 0.2484
H -0.34 0.52 2.05 0.3940
H -1.15 0.06 -1.34 0.3552
H 0.44 -2.30 -1.07 0.3088
H -0.64 -2.16 -2.45 0.2788
```

Output
M: 83.114 g mol⁻¹
gap between HOMO and LUMO: 9.06 eV
LUMO: -5.332 eV
SMILES: [H]/N=C\C(=C)C=[NH2+]
charge: +1


2.
The following is a quantum chemistry calculation of an isolated ion of composition C4H7N2 and charge +1, from the Open Molecules 2025 dataset.

The geometry in XYZ format:
```
13
Properties=species:S:1:pos:R:3:mulliken_charge:R:1
C -1.15 -0.44 -0.23 0.2216
C -2.03 0.56 -0.19 -0.7926
C -0.32 -1.50 -0.13 -0.0943
C 1.52 1.06 0.17 -0.3044
N 1.94 -0.29 0.23 0.1374
N 1.43 -1.31 0.20 -0.0122
H -1.82 1.53 -0.35 0.3385
H -3.12 0.44 0.05 0.2611
H -0.22 -2.17 -1.11 0.3037
H -0.53 -1.92 0.85 0.3099
H 1.68 1.38 1.25 0.2767
H 2.17 1.63 -0.40 0.2748
H 0.45 1.02 -0.34 0.0797
```

Output
M: 83.114 g mol⁻¹
gap between HOMO and LUMO (alpha / beta): 8.38 / 8.38 eV
LUMO (alpha / beta): -6.115 / -6.115 eV
charge: +1


3.
The following is a quantum chemistry calculation of an isolated ion of composition C4H7N2 and charge +1, from the Open Molecules 2025 dataset.

The geometry in XYZ format:
```
13
Properties=species:S:1:pos:R:3:mulliken_charge:R:1
H -2.59 -1.15 -0.67 0.2268
N -1.63 -0.92 -0.58 -0.5431
C -1.15 0.30 -0.47 -0.0161
C 0.19 0.64 0.04 0.5230
C 0.73 1.87 -0.09 -0.7375
C 0.98 -0.45 0.46 -0.1515
N 0.62 -1.68 0.28 -0.2568
H -1.86 1.18 -0.54 0.3073
H 0.25 2.75 -0.32 0.3664
H 1.72 1.82 0.22 0.2423
H 1.92 -0.23 0.94 0.3521
H 1.16 -2.42 0.87 0.3149
H -0.36 -1.71 -0.13 0.3723
```

Output
M: 83.114 g mol⁻¹
gap between HOMO and LUMO: 9.43 eV
LUMO: -5.594 eV
SMILES: [H]/N=C/C(=C)C=[NH2+]
charge: +1


4.
The following is a quantum chemistry calculation of an isolated ion of composition C4H7N2 and charge +1, from the Open Molecules 2025 dataset.

The geometry in XYZ format:
```
13
Properties=species:S:1:pos:R:3:mulliken_charge:R:1
C 1.86 0.16 0.11 -0.4327
C 1.42 1.33 0.32 0.0307
C 1.05 -1.16 -0.22 -0.2199
C -2.19 0.40 -0.01 -0.6892
N -0.31 -1.01 -0.26 -0.3814
N -0.84 0.05 -0.05 0.2497
H 2.86 0.02 -0.17 0.4062
H 1.14 2.32 0.63 0.4305
H 1.33 -1.61 -1.18 0.3691
H 1.37 -1.85 0.55 0.3336
H -2.17 1.28 0.63 0.2929
H -2.81 -0.44 0.65 0.2967
H -2.73 0.51 -1.00 0.3139
```

Output
M: 83.114 g mol⁻¹
gap between HOMO and LUMO (alpha / beta): 8.12 / 8.12 eV
LUMO (alpha / beta): -6.099 / -6.100 eV
charge: +1


Stability check: which of them is most stable? 3.


1.
The following is a quantum chemistry calculation of one molecule with the formula CH3FINS, from the Open Molecules 2025 dataset.

The geometry in XYZ format:
```
8
Properties=species:S:1:pos:R:3:mulliken_charge:R:1
C 1.09 0.43 0.14 -0.7355
N 0.23 -0.60 0.71 -0.2411
F -1.56 -1.86 -1.10 -0.3198
S -1.26 -1.00 0.41 0.3602
I -2.55 1.10 -0.11 0.0088
H 2.07 0.18 0.48 0.2839
H 1.02 1.38 0.50 0.3483
H 0.96 0.37 -1.03 0.2953
```

Output
M: 207.011 g mol⁻¹
gap between HOMO and LUMO: 8.58 eV
LUMO: -1.398 eV
charge: 0


2.
The following is a quantum chemistry calculation of one molecule with the formula CH3FINS, from the Open Molecules 2025 dataset.

The geometry in XYZ format:
```
8
Properties=species:S:1:pos:R:3:mulliken_charge:R:1
C -1.05 -0.35 0.04 -0.8681
N -0.16 0.47 0.77 -0.1578
F 1.37 1.80 -1.00 -0.3096
S 1.20 0.95 0.52 0.3112
I 2.59 -1.04 -0.07 -0.0548
H -1.90 -0.39 0.65 0.3112
H -0.72 -1.29 0.01 0.4047
H -1.33 -0.15 -0.92 0.3631
```

Output
M: 207.011 g mol⁻¹
gap between HOMO and LUMO: 8.82 eV
LUMO: -0.898 eV
charge: 0


3.
The following is a quantum chemistry calculation of one molecule with the formula CH3FINS, from the Open Molecules 2025 dataset.

The geometry in XYZ format:
```
8
Properties=species:S:1:pos:R:3:mulliken_charge:R:1
C 0.18 -0.21 0.25 -0.6716
N 1.29 -0.90 0.86 -0.4361
F 4.08 1.86 -0.90 -0.2363
S 4.51 1.19 0.58 -0.0139
I 3.03 -0.95 -0.04 0.4650
H 0.34 0.62 -0.22 0.3684
H -0.47 -0.03 1.10 0.2595
H -0.21 -0.87 -0.53 0.2650
```

Output
M: 207.011 g mol⁻¹
gap between HOMO and LUMO (alpha / beta): 6.71 / 6.72 eV
LUMO (alpha / beta): -1.905 / -1.906 eV
charge: 0


Stability check: which of them is most stable? 2.


1.
The following is a quantum chemistry calculation of one molecule with the formula C5H13N2, from the Open Molecules 2025 dataset.

The geometry in XYZ format:
```
20
Properties=species:S:1:pos:R:3:mulliken_charge:R:1
C 0.23 -1.02 1.52 -1.4834
C -1.18 -0.58 1.26 -0.5561
C -1.26 -0.50 -0.29 -0.6467
N 0.79 1.46 -2.82 -0.5456
C 0.38 0.53 -1.89 -0.0853
C -0.55 0.70 -0.79 -0.7268
N 1.12 0.22 1.69 -2.0909
H 0.45 -1.56 2.46 0.7442
H 0.71 -1.51 0.73 0.3872
H -1.62 0.29 1.71 0.5164
H -1.83 -1.51 1.57 0.2121
H -0.73 -1.44 -0.53 0.3696
H -2.30 -0.52 -0.71 0.3639
H 0.00 1.66 -3.48 0.2668
H 1.49 1.12 -3.44 0.3072
H 0.79 -0.56 -2.05 0.1717
H -0.44 1.75 -0.27 0.5809
H 0.77 0.60 2.55 0.7383
H 0.98 1.00 0.99 0.4107
H 2.18 -0.12 1.78 1.0660
```

Output
M: 101.173 g mol⁻¹
gap between HOMO and LUMO (alpha / beta): 4.17 / 9.12 eV
LUMO (alpha / beta): 0.796 / 0.801 eV
charge: 0
<S²>: 0.752
spin multiplicity: 2


2.
The following is a quantum chemistry calculation of a 2-piece molecular cluster, C5H13N2 overall, from the Open Molecules 2025 dataset.

The geometry in XYZ format:
```
20
Properties=species:S:1:pos:R:3:mulliken_charge:R:1
C -0.70 -0.16 -0.74 -0.8857
C -1.03 1.24 -0.39 -0.7208
C -0.07 0.54 0.59 1.2384
C -0.55 0.02 1.84 -0.6781
N 0.47 -0.22 2.87 -0.5902
C 1.39 0.96 0.35 -1.4976
N 0.25 -1.82 -3.67 -0.7072
H -1.42 -0.87 -0.34 0.2493
H -0.24 -0.37 -1.69 0.5337
H -2.00 1.47 0.04 0.2674
H -0.62 2.04 -0.98 0.2878
H -1.51 0.31 2.26 0.3087
H 0.08 -0.94 3.48 0.2629
H 0.55 0.62 3.42 0.2196
H 1.77 0.60 -0.59 0.3297
H 1.99 0.48 1.13 0.4479
H 1.52 2.04 0.37 0.2918
H 0.48 -2.72 -3.26 0.2223
H -0.61 -1.92 -4.19 0.2156
H 1.00 -1.54 -4.28 0.2044
```

Output
M: 101.173 g mol⁻¹
gap between HOMO and LUMO (alpha / beta): 8.01 / 10.16 eV
LUMO (alpha / beta): 1.053 / 0.765 eV
charge: 0
<S²>: 0.756
spin multiplicity: 2


Stability check: which of them is most stable? 2.


1.
The following is a quantum chemistry calculation of one molecule with the formula C22H27N3O5S, from the Open Molecules 2025 dataset.

The geometry in XYZ format:
```
58
Properties=species:S:1:pos:R:3:mulliken_charge:R:1
C -0.33 4.51 6.31 -1.2873
C 0.86 3.94 5.56 -0.3618
C 0.61 3.87 4.06 -0.3364
C 1.82 3.31 3.31 -0.8577
O 1.61 3.26 1.91 -0.4500
C 0.87 2.27 1.36 0.6698
C 0.29 1.21 2.04 -0.2454
C -0.43 0.25 1.36 -1.0490
C -0.56 0.31 -0.02 0.0947
N -1.30 -0.70 -0.70 0.4709
C -1.26 -2.03 -0.34 0.0595
O -0.56 -2.51 0.52 -0.6684
C -2.21 -2.80 -1.23 -0.6756
C -2.95 -1.73 -2.02 -0.1844
N -3.31 -1.99 -3.40 -0.2718
C -2.43 -2.71 -4.30 -1.0117
C -1.13 -2.00 -4.74 -1.0823
C -0.02 -2.03 -3.73 0.7954
C 0.58 -0.85 -3.30 -0.6195
C 1.57 -0.88 -2.33 -0.5757
C 1.95 -2.09 -1.79 -0.1045
S 3.13 -2.10 -0.46 1.3820
N 2.19 -1.37 0.72 -0.3419
O 3.44 -3.46 -0.11 -0.7378
O 4.21 -1.21 -0.73 -0.6986
C 1.40 -3.28 -2.23 -0.5203
C 0.43 -3.25 -3.21 -0.4928
C -2.12 -0.47 -1.79 0.4148
O -2.21 0.56 -2.41 -0.6346
C -0.01 1.38 -0.71 -0.2119
C 0.70 2.35 -0.03 -0.8329
H -0.13 4.55 7.38 0.3825
H -0.54 5.52 5.97 0.3209
H -1.22 3.90 6.15 0.3259
H 1.75 4.55 5.75 0.2937
H 1.08 2.93 5.93 0.3198
H 0.40 4.88 3.68 0.3041
H -0.27 3.26 3.86 0.3525
H 2.68 3.97 3.44 0.4007
H 2.09 2.32 3.69 0.3403
H 0.38 1.12 3.12 0.4580
H -0.88 -0.56 1.91 0.4297
H -2.86 -3.44 -0.63 0.4860
H -1.61 -3.45 -1.87 0.0758
H -3.91 -1.51 -1.52 0.4500
H -3.59 -1.11 -3.81 0.3420
H -2.20 -3.68 -3.86 0.4146
H -3.03 -2.89 -5.19 0.4150
H -1.36 -0.96 -5.00 0.3106
H -0.78 -2.50 -5.65 0.5022
H 0.26 0.09 -3.72 0.4040
H 2.05 0.02 -1.98 0.5421
H 1.39 -1.94 0.97 0.2057
H 2.74 -1.13 1.53 0.2960
H 1.75 -4.20 -1.80 0.5207
H 0.02 -4.17 -3.59 0.4376
H -0.14 1.47 -1.77 0.5837
H 1.14 3.18 -0.55 0.4509
```

Output
M: 445.541 g mol⁻¹
gap between HOMO and LUMO: 8.91 eV
LUMO: 0.437 eV
SMILES: CCCCOc1ccc(N2C(=O)C[C@H](NCCc3ccc(S(N)(=O)=O)cc3)C2=O)cc1
charge: 0


2.
The following is a quantum chemistry calculation of one molecule with the formula C22H27N3O5S, from the Open Molecules 2025 dataset.

The geometry in XYZ format:
```
58
Properties=species:S:1:pos:R:3:mulliken_charge:R:1
C -2.44 2.12 5.29 -1.0690
C -2.05 2.90 4.05 -0.4886
O -0.79 2.53 3.54 -0.5193
C -0.65 1.39 2.83 1.0470
C -1.67 0.54 2.46 -0.6981
C -1.40 -0.60 1.70 -0.8611
N -2.40 -1.46 1.33 0.0387
C -2.21 -2.54 0.53 0.0316
S -3.53 -3.46 0.13 -0.3665
N -0.93 -2.82 0.13 0.1091
C -0.67 -3.99 -0.70 -1.1173
C -0.11 -3.67 -2.09 -0.5092
C -1.12 -3.13 -3.11 -0.9824
C -1.88 -1.86 -2.72 -0.4596
C -1.08 -0.77 -2.05 0.2323
O -1.54 -0.10 -1.14 -0.6369
N 0.17 -0.56 -2.52 0.1546
C 1.08 0.37 -1.92 -0.0370
C 1.66 1.32 -2.91 -0.3880
C 1.12 1.92 -4.02 -0.3532
C 2.15 2.71 -4.58 -0.5775
C 3.23 2.54 -3.78 -0.4819
O 2.95 1.69 -2.77 -0.3073
C 0.18 -2.07 0.51 0.2273
O 1.30 -2.40 0.15 -0.7058
C -0.10 -0.90 1.33 -0.1228
C 0.94 -0.04 1.70 -0.0292
C 0.69 1.09 2.44 0.6371
O 1.61 1.99 2.88 -0.5185
C 2.96 1.87 2.45 -0.5570
C 3.17 2.35 1.02 -0.4625
H -1.68 2.25 6.06 0.3263
H -3.39 2.48 5.68 0.3750
H -2.53 1.06 5.08 0.3220
H -1.94 3.96 4.30 0.3615
H -2.82 2.82 3.27 0.3535
H -2.70 0.74 2.73 0.3720
H -3.36 -1.25 1.54 0.3371
H 0.07 -4.60 -0.17 0.4058
H -1.61 -4.55 -0.78 0.4789
H 0.72 -2.98 -1.96 0.2576
H 0.29 -4.60 -2.48 0.4758
H -0.58 -2.97 -4.05 0.3608
H -1.86 -3.91 -3.30 0.4185
H -2.32 -1.43 -3.62 0.4293
H -2.70 -2.11 -2.05 0.2414
H 0.51 -1.11 -3.30 0.4050
H 0.51 0.90 -1.15 0.1830
H 1.90 -0.17 -1.42 0.2731
H 0.11 1.81 -4.37 0.5337
H 2.08 3.32 -5.46 0.4494
H 4.22 2.94 -3.82 0.4666
H 1.94 -0.31 1.39 0.6746
H 3.32 0.84 2.58 0.3679
H 3.51 2.52 3.14 0.3575
H 2.81 3.37 0.92 0.3093
H 2.62 1.72 0.32 -0.1563
H 4.22 2.31 0.77 0.3920
```

Output
M: 445.541 g mol⁻¹
gap between HOMO and LUMO: 8.32 eV
LUMO: 0.615 eV
SMILES: CCOc1cc2[nH]c(=S)n(CCCCC(=O)NCc3ccco3)c(=O)c2cc1OCC
charge: 0


Stability check: which of them is most stable? 2.


1.
The following is a quantum chemistry calculation of a 2-piece molecular cluster, CH2NOS2 overall, from the Open Molecules 2025 dataset.

The geometry in XYZ format:
```
7
Properties=species:S:1:pos:R:3:mulliken_charge:R:1
C -1.62 0.26 0.56 0.6306
N 1.49 -0.05 -0.79 -0.6435
O -0.93 1.11 0.97 -0.3026
S -2.74 -0.61 -0.05 -0.3692
S 2.06 -0.21 0.87 -0.7497
H 0.58 0.48 -0.58 0.1934
H 1.18 -0.97 -0.98 0.2409
```

Output
M: 108.167 g mol⁻¹
gap between HOMO and LUMO: 4.40 eV
LUMO: 2.772 eV
charge: -1


2.
The following is a quantum chemistry calculation of an isolated ion of composition CH2NOS2 and charge -1, from the Open Molecules 2025 dataset.

The geometry in XYZ format:
```
7
Properties=species:S:1:pos:R:3:mulliken_charge:R:1
N 1.27 0.91 0.35 -0.6071
S 0.97 -0.40 -0.83 -0.2326
C -0.94 -0.98 -0.06 0.3585
O -1.17 -0.33 0.93 -0.5560
S -1.80 -2.01 -0.98 -0.4797
H 0.50 1.08 0.94 0.2937
H 1.17 1.73 -0.35 0.2234
```

Output
M: 108.167 g mol⁻¹
gap between HOMO and LUMO: 7.34 eV
LUMO: 3.725 eV
SMILES: NSC([O-])=S
charge: -1


Stability check: which of them is most stable? 2.